Arrangement i

ORCA calculation (ωB97M-V/def2-TZVPD) on one molecule with the formula C4H7NOS.

XYZ file:
```
14
Properties=species:S:1:pos:R:3
C 1.19 1.72 -0.52
O 0.47 1.26 0.60
C 0.22 -0.11 0.55
C 1.42 -0.92 0.25
N 2.38 -1.54 0.01
S -1.12 -0.58 -0.57
C -2.53 0.05 0.32
H 2.23 1.37 -0.52
H 1.25 2.85 -0.42
H 0.80 1.35 -1.48
H -0.14 -0.29 1.59
H -2.46 -0.40 1.32
H -2.58 1.11 0.43
H -3.42 -0.36 -0.15
```

As for the multiplicity: 1. The HOMO-LUMO gap comes out at 10.1764 eV. As for the SMILES: CO[C@H](C#N)SC.

Quick look at the Löwdin charges, all values in e: -0.13, -0.19, -0.65, -0.22, 0.18, 0.89, -0.40, 0.08, 0.12, 0.08, 0.14, 0.04, 0.03, 0.04



Arrangement ii

ORCA calculation (ωB97M-V/def2-TZVPD) on one molecule with the formula C4H7NOS.

XYZ file:
```
14
Properties=species:S:1:pos:R:3
C 2.29 -0.73 -0.22
N 0.84 -0.65 0.00
C -0.11 -1.69 0.14
C -1.18 -0.57 0.45
O -2.19 -0.54 -0.49
C 0.01 0.35 0.20
S 0.13 1.98 0.02
H 2.52 -1.51 -0.93
H 2.70 0.25 -0.58
H 2.70 -0.97 0.76
H 0.06 -2.34 0.95
H -0.41 -2.20 -0.79
H -1.66 -0.66 1.46
H -2.34 0.40 -0.70
```

As for the multiplicity: 1. The HOMO-LUMO gap comes out at 9.2008 eV. As for the SMILES: CN1C[C@H](O)C1=S.

Quick look at the Löwdin charges, all values in e: 0.00, -0.15, -0.07, -0.33, -0.02, -0.81, 0.62, 0.08, 0.10, 0.09, 0.10, 0.13, 0.16, 0.10



Stability check: which of them is most stable? arrangement ii.



Arrangement i

ORCA calculation (ωB97M-V/def2-TZVPD) on one molecule with the formula C4H6N4O.

XYZ file:
```
15
Properties=species:S:1:pos:R:3
H 1.00 -2.23 -0.24
N -0.07 -1.92 -0.15
C -0.17 -0.67 -0.16
C 0.88 0.43 -0.20
N 2.25 0.47 -0.10
O 2.75 -0.63 0.33
C 0.24 1.66 0.01
N -1.12 1.39 0.09
N -1.48 0.06 -0.25
C -2.65 -0.60 0.26
H 0.66 2.64 0.12
H -1.77 2.20 -0.23
H -3.61 -0.51 -0.36
H -2.35 -1.76 0.18
H -2.76 -0.24 1.33
```

As for the multiplicity: 1. The HOMO-LUMO gap comes out at 7.9478 eV. As for the SMILES: [H]/N=c1\c(N=O)c[nH]n1C.

Quick look at the Löwdin charges, all values in e: 0.12, 0.11, -0.32, -0.22, -0.01, -0.09, 0.01, 0.00, -0.14, -0.08, 0.13, 0.19, 0.09, 0.12, 0.09



Arrangement ii

ORCA calculation (ωB97M-V/def2-TZVPD) on one molecule with the formula C4H6N4O.

XYZ file:
```
15
Properties=species:S:1:pos:R:3
O 2.95 -0.07 0.98
C 1.79 -0.03 0.57
N 0.76 -0.49 1.42
C -0.68 -0.69 1.31
C -1.60 -0.36 0.38
N -1.55 0.20 -0.89
C -0.55 0.62 -1.69
N 0.70 0.80 -1.64
N 1.53 0.50 -0.66
H 1.17 -0.67 2.32
H -1.05 -1.15 2.22
H -2.58 -0.73 0.64
H -2.44 0.28 -1.36
H -0.91 1.00 -2.64
H 2.45 0.77 -0.95
```

As for the multiplicity: 1. The HOMO-LUMO gap comes out at 8.4045 eV. As for the SMILES: O=c1[nH]cc[nH]cn[nH]1.

Quick look at the Löwdin charges, all values in e: 0.03, -0.52, 0.10, -0.08, -0.13, 0.03, -0.22, 0.04, 0.04, 0.13, 0.10, 0.10, 0.13, 0.12, 0.14



Stability check: which of them is most stable? arrangement ii.



Arrangement i

ORCA calculation (ωB97M-V/def2-TZVPD) on C4H15NOSi2 as an isolated structure.

XYZ file:
```
23
Properties=species:S:1:pos:R:3
C -2.45 2.44 0.20
C 2.34 -2.18 -0.55
C 1.45 -0.62 1.76
C -0.69 -1.78 0.10
N -1.92 2.00 -1.13
O 1.12 0.22 -1.11
Si -0.20 2.06 -1.42
Si 1.09 -0.95 -0.05
H -3.55 2.76 0.01
H -2.33 1.57 0.86
H -2.01 3.36 0.58
H 2.28 -2.49 -1.55
H 3.29 -1.78 -0.33
H 2.18 -2.90 0.20
H 1.82 0.47 1.91
H 0.56 -0.83 2.40
H 2.18 -1.39 2.17
H -0.59 -2.77 0.71
H -1.43 -1.07 0.52
H -1.17 -1.79 -0.90
H -2.29 1.00 -1.33
H 0.44 2.77 -0.18
H -0.12 1.91 -2.86
```

As for the multiplicity: 1. The HOMO-LUMO gap comes out at 9.0548 eV.

Quick look at the Löwdin charges, all values in e: -0.20, -0.16, -0.20, -0.20, -0.29, -0.44, 0.81, 0.16, 0.10, 0.06, 0.06, 0.02, 0.02, 0.02, 0.05, 0.02, 0.04, 0.06, -0.01, 0.01, 0.11, 0.01, -0.04



Arrangement ii

ORCA calculation (ωB97M-V/def2-TZVPD) on one molecule with the formula C4H15NOSi2.

XYZ file:
```
23
Properties=species:S:1:pos:R:3
C -2.56 1.50 3.25
N -1.91 0.69 2.16
Si -0.72 1.34 1.07
O 0.10 -0.29 0.31
Si 0.70 -0.67 -1.07
C -0.56 -0.34 -2.58
C 2.37 0.33 -1.32
C 1.09 -2.63 -1.10
H -1.89 1.76 4.20
H -3.09 2.32 2.79
H -3.27 0.75 3.74
H -1.56 -0.20 2.57
H 0.58 1.98 1.50
H -1.16 1.93 -0.24
H 0.00 -0.12 -3.50
H -1.51 -1.05 -2.71
H -1.04 0.72 -2.41
H 2.64 -0.09 -2.43
H 2.19 1.41 -1.11
H 3.24 0.09 -0.66
H 1.31 -2.98 -0.08
H 0.20 -3.30 -1.26
H 1.91 -2.77 -1.81
```

As for the multiplicity: 1. The HOMO-LUMO gap comes out at 9.6247 eV. As for the SMILES: CN[SiH2]O[Si](C)(C)C.

Quick look at the Löwdin charges, all values in e: -0.19, -0.24, 0.67, -0.42, 0.30, -0.20, -0.19, -0.18, 0.10, 0.06, 0.08, 0.08, -0.03, -0.04, -0.01, 0.06, 0.01, 0.07, 0.01, 0.02, 0.01, 0.02, 0.00



Stability check: which of them is most stable? arrangement ii.



Arrangement i

ORCA calculation (ωB97M-V/def2-TZVPD) on one molecule with the formula C3H9N2OP.

XYZ file:
```
16
Properties=species:S:1:pos:R:3
C -2.38 0.84 -0.25
C 1.73 -1.16 -0.80
C -0.95 1.18 -0.09
N -0.69 -0.74 1.21
N -0.21 0.22 0.48
O 2.38 1.50 0.19
P 1.53 0.26 0.32
H -3.13 1.33 0.38
H -2.78 1.25 -1.14
H -2.51 -0.33 -0.13
H 2.88 -1.42 -0.90
H 1.27 -1.08 -1.74
H 1.46 -2.09 -0.28
H -0.31 2.04 -0.29
H -0.20 -1.54 1.51
H 1.92 -0.26 1.53
```

As for the multiplicity: 1. The HOMO-LUMO gap comes out at 8.7126 eV.

Quick look at the Löwdin charges, all values in e: -0.10, -0.20, -0.14, 0.01, -0.42, -0.39, 0.70, 0.07, 0.05, 0.12, 0.10, 0.02, 0.04, 0.10, 0.01, 0.03



Arrangement ii

ORCA calculation (ωB97M-V/def2-TZVPD) on one molecule with the formula C3H9N2OP.

XYZ file:
```
16
Properties=species:S:1:pos:R:3
C -2.58 0.55 0.03
C 2.34 -0.84 -0.46
C -1.14 0.82 -0.28
N -0.55 -1.37 0.63
N -0.30 -0.10 0.23
O 1.00 1.72 -0.70
P 1.31 0.57 0.15
H -2.99 -0.02 -0.73
H -2.56 -0.17 0.87
H -3.33 1.37 0.35
H 2.52 -0.56 -1.49
H 1.94 -1.90 -0.58
H 3.35 -0.89 -0.02
H -0.78 1.71 -0.73
H 0.25 -1.71 1.21
H 1.54 0.83 1.53
```

As for the multiplicity: 1. The HOMO-LUMO gap comes out at 8.3049 eV.

Quick look at the Löwdin charges, all values in e: -0.08, -0.19, -0.15, -0.02, -0.39, -0.38, 0.70, 0.04, 0.06, 0.11, 0.03, 0.08, 0.04, 0.08, 0.01, 0.05



Stability check: which of them is most stable? arrangement i.